C2H12NO2 | wB97M-V/def2-TZVPD

The geometry in XYZ format:
```
17
Properties=species:S:1:pos:R:3:forces:R:3:mulliken_charge:R:1
C -0.090745 -0.502770 1.242705 2.2 1.5 2.9 -0.919
N -0.471999 -0.510523 -0.184833 -1.9 0.3 -0.4 -0.096
C 0.714412 -0.544218 -1.068432 -0.5 -1.3 -3.8 -0.770
H -0.870501 -0.570605 2.076144 0.4 0.1 -2.0 0.337
H 0.687391 -1.283813 1.495513 -1.1 0.5 -0.8 0.377
H 0.525591 0.494532 1.429105 -1.5 -2.1 -0.6 0.350
H -1.035769 0.358585 -0.440961 0.4 -1.6 0.5 0.413
H -1.096335 -1.323708 -0.431855 0.7 1.2 0.5 0.366
H 0.689349 0.143377 -1.959380 -0.1 0.8 1.8 0.313
H 0.597037 -1.407300 -1.839396 0.7 0.3 2.3 0.311
H 1.573433 -0.493426 -0.433408 0.7 -0.1 -0.3 0.324
H 3.035880 1.772552 0.813420 -0.2 -0.2 0.3 0.317
H 2.376387 1.634745 2.177710 0.0 0.6 1.1 0.316
O 2.500048 1.177665 1.363648 0.3 -0.2 -1.4 -0.636
H -3.388073 -0.414016 -1.457648 2.4 2.5 -0.1 0.355
H -3.113338 1.142814 -1.307353 -0.2 0.1 -0.1 0.345
O -2.632771 0.326112 -1.474984 -2.6 -2.4 0.1 -0.702
```
Forces are in eV/Å.

Results
Largest force on an atom   4.071 eV/Å
Energy relative to the best compared isomer or geometry (same formula, charge and spin)   44.00 kcal/mol
LUMO energy   -0.1203 Ha
HOMO   -15.28 eV
Net charge   +1

***

C2H12NO2S | wB97M-V/def2-TZVPD

The geometry in XYZ format:
```
18
Properties=species:S:1:pos:R:3:forces:R:3:lowdin_spin:R:1
C 0.147415 0.481941 1.529702 -1.8 0.5 0.3 0.150
C -0.040699 1.593769 0.536085 -3.8 -0.6 4.3 0.051
S -1.623768 1.636521 -0.299368 -0.6 -0.5 -0.1 0.102
N 0.395727 -0.795108 0.823336 -0.5 0.0 0.9 0.122
H 0.957619 0.822460 2.177138 0.0 -0.8 0.1 0.029
H -0.882397 0.507012 2.080738 2.0 -0.9 -0.5 0.038
H -0.079521 2.387038 1.251671 0.2 1.3 0.0 0.006
H 0.642847 1.740127 -0.134624 4.3 0.6 -3.6 0.011
H -1.180540 2.713202 -0.918292 -0.3 0.7 -0.7 0.021
H 0.907596 -1.510448 1.279718 0.9 -1.1 2.3 0.110
H -0.504592 -1.350503 0.657713 0.4 0.8 -1.3 0.069
H 1.131698 -0.643919 0.131836 -0.7 0.2 -1.7 0.040
H -2.235819 -2.449726 -0.871961 -0.3 -0.9 0.0 0.022
H -2.189986 -0.938183 -0.810207 1.7 -1.5 0.0 0.025
O -1.574921 -1.765754 -0.807638 -1.5 2.3 -0.2 0.111
H 1.547146 -1.393204 -2.382908 0.1 0.2 0.5 0.019
H 2.511027 -0.224442 -2.445443 -0.2 -0.2 0.6 0.012
O 2.071168 -0.810783 -1.797498 -0.1 0.1 -1.0 0.062
```
Forces are in eV/Å.

Results
Largest force on an atom   5.717 eV/Å
<S²>   0.751
Energy relative to the best compared isomer or geometry (same formula, charge and spin)   31.92 kcal/mol
Multiplicity   2
LUMO energy (alpha / beta)   0.0245 / 0.0137 Ha
HOMO (alpha / beta)   -2.86 / -9.40 eV

***

C2H12NO3 | wB97M-V/def2-TZVPD

The geometry in XYZ format:
```
18
Properties=species:S:1:pos:R:3:forces:R:3:mulliken_charge:R:1
C 0.223741 -1.007087 2.199751 -0.5 0.9 0.0 -0.400
O 1.601318 -0.749136 2.088412 -0.2 0.2 -1.3 -0.528
C -0.560384 -0.418070 1.006477 0.1 -0.1 0.0 -0.476
N 0.254090 -0.425083 -0.284831 0.5 -0.4 0.9 -0.220
H -0.151014 -0.510107 3.102117 -0.3 -0.3 -0.1 0.332
H -0.023475 -2.059452 2.206163 0.3 -0.5 0.3 0.336
H 2.055438 -0.980433 2.890159 0.3 -0.2 0.5 0.321
H -1.490469 -1.008446 0.920882 0.6 0.2 -0.4 0.332
H -0.862269 0.623606 1.084029 0.1 0.0 0.5 0.321
H 1.157792 -0.902606 -0.212627 -0.2 -0.5 0.5 0.354
H 0.594850 0.533107 -0.434117 -0.5 0.1 -1.0 0.309
H -0.262965 -0.849484 -1.055956 -0.1 0.7 -0.3 0.324
H 0.755868 2.372681 -2.260304 0.1 0.2 -0.4 0.325
H 2.224312 1.846797 -2.206889 0.0 0.2 -0.3 0.328
O 1.428852 1.997661 -1.692785 -0.2 -0.5 0.8 -0.675
H -2.820403 0.748219 -1.935345 -0.1 -0.5 0.3 0.334
H -1.936053 0.664792 -3.087705 0.3 -0.5 -0.3 0.319
O -2.189228 0.123041 -2.327432 0.0 1.0 0.1 -0.636
```
Forces are in eV/Å.

Results
Largest force on an atom   1.325 eV/Å
Energy relative to the best compared isomer or geometry (same formula, charge and spin)   15.08 kcal/mol
LUMO energy   -0.1147 Ha
HOMO   -14.77 eV
Net charge   +1

***

C2H12NO3 | wB97M-V/def2-TZVPD

The geometry in XYZ format:
```
18
Properties=species:S:1:pos:R:3:forces:R:3:mulliken_charge:R:1
C -0.491538 2.206207 0.058015 -0.8 -0.3 -0.2 -0.624
C -0.118501 0.183943 1.312362 0.9 -1.1 -1.0 -0.057
N -0.684217 1.314824 1.214595 0.7 0.5 0.0 0.015
H -0.036564 3.153742 0.340124 0.7 -0.4 0.1 0.312
H -1.447734 2.524307 -0.357841 -0.2 -0.5 0.1 0.295
H 0.019581 1.577352 -0.664711 0.3 0.6 -0.2 0.256
H 0.504267 -0.218186 0.524064 0.0 0.6 -0.2 0.058
H -0.076140 -0.521287 2.126906 -0.7 0.5 0.7 0.403
H -1.184793 1.674505 1.994376 -0.6 0.3 0.7 0.268
H 2.888628 -1.243353 0.217742 -0.3 -0.2 -0.2 0.314
H 3.258936 -1.010920 1.627800 -0.2 0.0 0.3 0.318
O 2.477724 -1.187646 1.088714 0.5 0.2 -0.1 -0.626
H -0.417557 -1.974971 -3.161447 -0.1 -0.1 -0.1 0.316
H 0.756263 -1.130098 -3.613774 0.0 0.0 0.0 0.314
O 0.314035 -1.454467 -2.822490 0.0 0.1 0.1 -0.615
H -2.467917 -1.135123 0.623488 -0.2 -0.5 -0.4 0.303
H -1.642172 -1.677531 -0.626731 -0.3 -0.4 -0.1 0.281
O -1.652307 -1.081296 0.118808 0.2 0.6 0.5 -0.532
```
Forces are in eV/Å.

Results
Largest force on an atom   1.787 eV/Å
Energy relative to the best compared isomer or geometry (same formula, charge and spin)   31.84 kcal/mol
LUMO energy   -0.1314 Ha
HOMO   -14.78 eV
Net charge   +1